Entry from the OMol25 dataset: a structure of composition C6H12O (the ωB97M-V functional and the def2-TZVPD basis).

Values from the calculation:
**Energy**: -8460.3222 eV
**Relative energy (zero: lowest compared OMol25 entry of this formula, charge and spin)**: 4.032 eV

Each line ends with the Löwdin charge.
CARTESIAN COORDINATES (ANGSTROEM)
C (-0.160, 1.390, -1.842)  -0.04
C (-0.681, 0.720, -0.580)  -0.44
O (-2.096, 0.729, -0.680)  -0.03
C (-0.154, -0.699, -0.469)  -0.20
C (1.291, -0.912, -0.048)  -0.20
C (0.539, -1.540, 1.068)  -0.13
C (0.403, -0.612, 2.256)  -0.15
H (0.933, 1.444, -1.835)  0.08
H (-0.565, 2.403, -1.923)  0.09
H (-0.479, 0.824, -2.723)  0.09
H (-0.354, 1.302, 0.295)  0.14
H (-2.459, 0.392, 0.149)  0.10
H (-0.439, -1.322, -1.320)  0.15
H (1.817, 0.029, 0.158)  0.11
H (1.871, -1.563, -0.702)  0.10
H (-0.709, -1.346, 0.369)  0.12
H (0.540, 0.470, 2.088)  0.06
H (1.223, -0.929, 2.915)  0.08
H (-0.520, -0.777, 2.823)  0.07


Entry from the OMol25 dataset: the molecule C28H36Cl2N2O (the ωB97M-V functional and the def2-TZVPD basis).

Values from the calculation:
**SMILES**: CCCCCCN(CCCCCC)C(=O)Cc1c(-c2ccc(Cl)cc2)[nH]c2ccc(Cl)cc12
**Energy**: -59695.1583 eV
**Relative energy (zero: lowest compared OMol25 entry of this formula, charge and spin)**: 0.054 eV

Each line ends with the Löwdin charge.
CARTESIAN COORDINATES (ANGSTROEM)
C (-6.022, -4.190, 1.682)  -0.12
C (-5.953, -2.911, 0.857)  -0.28
C (-4.552, -2.303, 0.863)  -0.24
C (-4.484, -1.030, 0.022)  -0.21
C (-3.135, -0.318, 0.099)  -0.17
C (-2.000, -1.127, -0.536)  -0.15
N (-0.771, -0.352, -0.609)  -0.04
C (0.075, -0.393, 0.563)  -0.14
C (0.935, -1.661, 0.649)  -0.17
C (2.031, -1.712, -0.411)  -0.21
C (2.879, -2.976, -0.280)  -0.22
C (3.922, -3.119, -1.389)  -0.26
C (5.005, -2.048, -1.335)  -0.11
C (-0.577, 0.394, -1.720)  -0.47
O (-1.346, 0.342, -2.664)  0.05
C (0.643, 1.312, -1.772)  -0.03
C (0.580, 2.397, -0.748)  -0.13
C (1.585, 2.802, 0.105)  -0.18
C (2.955, 2.321, 0.212)  -0.16
C (3.523, 2.077, 1.464)  -0.02
C (4.808, 1.583, 1.575)  -0.10
C (5.545, 1.335, 0.428)  -0.67
Cl (7.151, 0.711, 0.561)  0.68
C (5.008, 1.588, -0.825)  -0.11
C (3.720, 2.075, -0.929)  -0.02
N (1.089, 3.751, 0.972)  0.14
C (-0.219, 3.995, 0.676)  -0.20
C (-1.132, 4.867, 1.257)  -0.01
C (-2.415, 4.879, 0.758)  -0.11
C (-2.773, 4.042, -0.306)  -0.67
Cl (-4.407, 4.104, -0.881)  0.66
C (-1.883, 3.181, -0.904)  -0.04
C (-0.581, 3.149, -0.401)  -0.10
H (-7.028, -4.603, 1.665)  0.07
H (-5.751, -3.991, 2.717)  0.07
H (-5.338, -4.937, 1.287)  0.07
H (-6.664, -2.183, 1.255)  0.11
H (-6.245, -3.127, -0.173)  0.11
H (-4.265, -2.073, 1.893)  0.12
H (-3.847, -3.041, 0.477)  0.11
H (-5.257, -0.340, 0.367)  0.11
H (-4.701, -1.272, -1.021)  0.12
H (-3.208, 0.632, -0.431)  0.10
H (-2.896, -0.099, 1.143)  0.11
H (-2.280, -1.397, -1.557)  0.13
H (-1.805, -2.035, 0.035)  0.11
H (0.724, 0.480, 0.584)  0.11
H (-0.574, -0.345, 1.444)  0.13
H (0.300, -2.544, 0.553)  0.11
H (1.392, -1.690, 1.640)  0.12
H (2.670, -0.834, -0.301)  0.10
H (1.575, -1.688, -1.403)  0.12
H (3.383, -2.972, 0.689)  0.11
H (2.220, -3.847, -0.307)  0.11
H (4.392, -4.101, -1.297)  0.10
H (3.423, -3.082, -2.360)  0.11
H (5.479, -2.033, -0.356)  0.07
H (4.589, -1.063, -1.529)  0.05
H (5.769, -2.247, -2.082)  0.07
H (0.639, 1.746, -2.777)  0.14
H (1.556, 0.729, -1.650)  0.10
H (2.942, 2.251, 2.358)  0.12
H (5.237, 1.386, 2.545)  0.11
H (5.599, 1.408, -1.710)  0.11
H (3.308, 2.293, -1.902)  0.12
H (1.641, 4.249, 1.649)  0.16
H (-0.848, 5.513, 2.074)  0.11
H (-3.158, 5.535, 1.181)  0.10
H (-2.174, 2.558, -1.734)  0.11


Entry from the OMol25 dataset: a structure of composition C44H52BN9O2S8Yb at a distorted geometry (the ωB97M-V functional and the def2-TZVPD basis).

Values from the calculation:
**⟨S²⟩**: 0.751
**Spin multiplicity**: 2
**Energy**: -182874.3164 eV
**Net charge**: -1
**Relative energy (zero: lowest compared OMol25 entry of this formula, charge and spin)**: 0.000 eV

Each line ends with the Löwdin charge.
CARTESIAN COORDINATES (ANGSTROEM)
Yb (-1.192, -0.270, -0.410)  1.44
C (2.192, -0.818, 5.539)  -0.05
C (3.361, 0.113, 5.079)  -0.55
C (3.006, 1.595, 5.371)  -0.06
C (4.573, -0.271, 5.908)  -0.08
N (3.616, -0.099, 3.631)  -0.01
C (4.841, -0.429, 3.048)  -0.07
C (4.637, -0.660, 1.751)  -0.03
N (3.241, -0.364, 1.516)  0.04
B (2.579, -0.298, 0.132)  -0.68
N (2.873, 1.041, -0.650)  0.06
C (3.951, 1.902, -0.455)  -0.04
C (4.050, 2.717, -1.532)  -0.06
N (3.003, 2.430, -2.374)  -0.01
C (2.233, 1.428, -1.779)  -0.69
S (0.898, 0.661, -2.362)  0.69
C (2.543, 3.088, -3.639)  -0.55
C (3.624, 4.112, -4.064)  -0.06
C (2.366, 2.039, -4.743)  -0.07
C (1.207, 3.822, -3.343)  -0.04
N (2.970, -1.532, -0.732)  0.04
C (4.135, -1.714, -1.468)  -0.08
C (4.152, -2.958, -2.006)  -0.03
N (2.914, -3.590, -1.623)  0.00
C (2.230, -2.678, -0.852)  -0.71
S (0.759, -2.857, -0.133)  0.66
C (2.381, -4.907, -2.007)  -0.57
C (3.365, -5.544, -2.992)  -0.06
C (1.027, -4.757, -2.755)  -0.06
C (2.181, -5.810, -0.762)  -0.05
C (2.655, 0.007, 2.655)  -0.72
S (1.107, 0.602, 2.806)  0.65
H (2.223, -0.757, 6.650)  0.08
H (2.392, -1.852, 5.277)  0.08
H (1.198, -0.533, 5.175)  0.04
H (2.927, 1.766, 6.458)  0.08
H (2.068, 1.899, 4.865)  0.03
H (3.777, 2.273, 4.928)  0.09
H (4.305, -0.383, 6.991)  0.09
H (5.383, 0.489, 5.885)  0.09
H (4.939, -1.277, 5.582)  0.09
H (5.734, -0.547, 3.635)  0.10
H (5.269, -0.887, 0.908)  0.10
H (1.374, -0.345, 0.329)  -0.01
H (4.538, 1.885, 0.431)  0.11
H (4.764, 3.488, -1.793)  0.11
H (4.609, 3.625, -4.256)  0.09
H (3.733, 4.885, -3.303)  0.07
H (3.325, 4.581, -5.042)  0.10
H (3.152, 1.260, -4.640)  0.10
H (2.372, 2.576, -5.687)  0.07
H (1.350, 1.614, -4.646)  0.03
H (1.390, 4.638, -2.625)  0.09
H (0.400, 3.136, -2.937)  0.06
H (0.865, 4.225, -4.289)  0.08
H (4.821, -0.872, -1.544)  0.12
H (4.944, -3.441, -2.599)  0.11
H (3.368, -4.895, -3.888)  0.09
H (3.050, -6.590, -3.224)  0.10
H (4.330, -5.592, -2.501)  0.07
H (1.221, -4.038, -3.555)  0.09
H (0.219, -4.377, -2.068)  0.03
H (0.781, -5.726, -3.175)  0.08
H (3.045, -5.761, -0.060)  0.09
H (2.062, -6.848, -1.082)  0.07
H (1.287, -5.487, -0.194)  0.05
O (-2.240, 2.772, 2.818)  0.01
C (-2.680, 3.844, 2.045)  -0.24
C (-3.233, 4.869, 2.813)  -0.02
C (-3.911, 5.960, 2.213)  -0.09
C (-3.870, 6.029, 0.851)  -0.13
C (-3.266, 5.029, 0.091)  -0.03
C (-2.709, 3.842, 0.621)  -0.06
C (-2.144, 2.711, -0.171)  -0.41
O (-1.521, 1.778, 0.408)  -0.21
N (-2.541, 2.619, -1.465)  -0.04
N (-2.340, 1.440, -2.003)  -0.20
C (-2.782, 1.364, -3.315)  -0.92
S (-2.591, 0.000, -4.334)  0.86
C (-3.061, 0.808, -5.896)  -0.48
C (-3.642, 2.208, -5.659)  -0.53
S (-3.493, 2.759, -3.976)  0.94
H (-1.672, 2.207, 2.214)  0.08
H (-3.131, 4.794, 3.896)  0.11
H (-4.313, 6.771, 2.822)  0.10
H (-4.306, 6.874, 0.295)  0.10
H (-3.281, 5.060, -1.013)  0.11
H (-3.754, 0.127, -6.408)  0.07
H (-2.121, 0.829, -6.489)  0.07
H (-4.709, 2.281, -5.947)  0.07
H (-3.115, 3.031, -6.168)  0.06
S (-2.626, -2.489, -2.198)  0.47
C (-3.733, -1.489, -1.450)  -1.20
N (-3.592, -0.759, -0.323)  -0.13
C (-4.764, -0.097, 0.052)  -0.27
C (-5.062, 0.532, 1.284)  -0.02
C (-6.363, 0.979, 1.526)  -0.09
C (-7.407, 0.762, 0.586)  -0.10
C (-7.135, 0.133, -0.630)  -0.13
C (-5.858, -0.328, -0.893)  -0.49
S (-5.399, -1.412, -2.172)  0.96
H (-4.288, 0.688, 2.042)  0.10
H (-6.552, 1.401, 2.491)  0.09
H (-8.469, 0.957, 0.875)  0.10
H (-7.875, -0.031, -1.394)  0.09
S (-1.557, -1.187, 2.537)  0.43
C (-2.291, -2.678, 3.025)  -0.73
C (-3.653, -3.057, 2.813)  -0.11
C (-4.101, -4.331, 3.153)  -0.11
C (-3.265, -5.249, 3.816)  -0.15
C (-1.987, -4.860, 4.145)  -0.13
C (-1.522, -3.599, 3.766)  -0.15
H (-4.238, -2.271, 2.372)  0.07
H (-5.098, -4.679, 2.877)  0.09
H (-3.627, -6.247, 4.070)  0.08
H (-1.270, -5.569, 4.641)  0.10
H (-0.536, -3.263, 3.989)  0.07


Entry from the OMol25 dataset: a cluster of 5 separate species, C16H33BO18 in total (the ωB97M-V functional and the def2-TZVPD basis).

Values from the calculation:
**SMILES**: C[C@H](O)COC(=O)OB(O)O.COC(=O)OC.COC(=O)OC.COC(=O)OC.COC(=O)OC
**Energy**: -54662.0112 eV

Each line ends with the Löwdin charge.
CARTESIAN COORDINATES (ANGSTROEM)
C (1.370, 0.223, 4.435)  -0.02
C (0.287, -0.825, 4.150)  -0.40
O (0.899, -2.073, 3.830)  -0.03
C (-0.595, -0.349, 3.024)  -0.12
O (-1.694, -1.263, 2.878)  0.04
C (-2.676, -0.836, 2.042)  -0.56
O (-2.477, -0.244, 1.031)  0.18
O (-3.869, -1.192, 2.504)  0.25
B (-4.200, -1.015, 3.871)  -0.73
O (-4.580, 0.224, 4.298)  0.23
O (-4.260, -2.106, 4.687)  0.21
H (1.293, 1.075, 3.757)  0.08
H (1.297, 0.601, 5.453)  0.08
H (2.348, -0.230, 4.289)  0.08
H (-0.318, -0.988, 5.047)  0.14
H (0.552, -2.412, 2.999)  0.10
H (-0.021, -0.284, 2.096)  0.15
H (-0.967, 0.654, 3.246)  0.14
H (-4.029, 0.958, 4.016)  0.12
H (-3.524, -2.167, 5.300)  0.12
C (-2.817, 1.645, -1.507)  -0.02
O (-2.691, 2.978, -2.036)  -0.01
C (-1.468, 3.487, -1.960)  -0.62
O (-0.501, 2.945, -1.485)  0.11
O (-1.486, 4.706, -2.500)  0.01
C (-0.225, 5.381, -2.486)  -0.03
H (-3.859, 1.373, -1.636)  0.09
H (-2.183, 0.955, -2.060)  0.10
H (-2.556, 1.621, -0.455)  0.07
H (0.516, 4.823, -3.056)  0.09
H (0.127, 5.515, -1.465)  0.10
H (-0.404, 6.345, -2.951)  0.09
C (3.708, -2.627, -2.513)  -0.04
O (3.691, -1.225, -2.794)  0.00
C (2.467, -0.707, -2.923)  -0.63
O (1.434, -1.319, -2.819)  0.12
O (2.587, 0.590, -3.182)  0.01
C (1.337, 1.279, -3.342)  -0.03
H (4.756, -2.898, -2.437)  0.09
H (3.197, -2.837, -1.574)  0.10
H (3.232, -3.186, -3.317)  0.10
H (0.741, 1.213, -2.436)  0.08
H (0.788, 0.865, -4.186)  0.10
H (1.598, 2.315, -3.537)  0.09
C (-4.195, 0.483, -8.400)  -0.04
O (-4.639, 0.454, -7.040)  0.00
C (-4.583, 1.634, -6.421)  -0.62
O (-4.202, 2.666, -6.909)  0.12
O (-5.017, 1.472, -5.173)  0.01
C (-5.010, 2.668, -4.385)  -0.03
H (-4.300, -0.535, -8.763)  0.09
H (-4.813, 1.158, -8.990)  0.10
H (-3.155, 0.798, -8.457)  0.10
H (-5.667, 3.419, -4.820)  0.10
H (-4.002, 3.065, -4.293)  0.09
H (-5.381, 2.379, -3.406)  0.09
C (7.994, -3.291, 5.073)  -0.04
O (6.750, -2.590, 5.155)  0.00
C (5.679, -3.382, 5.231)  -0.63
O (5.696, -4.586, 5.234)  0.12
O (4.595, -2.614, 5.301)  0.00
C (3.359, -3.336, 5.386)  -0.03
H (8.760, -2.524, 5.019)  0.09
H (8.144, -3.910, 5.956)  0.10
H (8.024, -3.916, 4.183)  0.10
H (3.344, -3.955, 6.282)  0.10
H (3.216, -3.957, 4.505)  0.10
H (2.577, -2.587, 5.432)  0.07